(1)
An isolated molecule of C6H9NO in a non-equilibrium geometry, computed with ωB97M-V with the def2-TZVPD basis set.

Geometry as XYZ:
```
17
Properties=species:S:1:pos:R:3
C 0.9475 -0.6682 0.8349
C 0.5580 -0.3774 -0.6006
N 0.9761 0.4149 1.6033
C -0.2152 1.2354 -0.5678
C -0.6175 -1.5398 -0.2812
C 0.3162 2.1301 -1.3951
C -1.6777 -1.5219 0.5159
O 1.4908 -0.6100 -1.3857
H 1.6132 -1.4993 1.0543
H 1.3074 0.3293 2.5581
H 0.3860 1.1744 0.9691
H -1.2775 1.2902 -0.3373
H -0.6640 -2.1699 -1.1638
H 1.3408 2.0148 -1.7335
H -0.2602 2.9233 -1.8565
H -2.5222 -2.1754 0.3498
H -1.7017 -0.9504 1.4358
```

The largest force on an atom is 4.80 eV/A. Its lowest unoccupied orbital energy is 0.2 eV. The value obtained for the gap between HOMO and LUMO is 7.89 eV. The value obtained for the HOMO energy is -7.7020 eV. The total energy comes out at -9899.33681 eV. The energy above the lowest of the compared OMol25 structures with the same formula, charge and spin is 144.53 kcal per mole.

(2)
A structure of composition C6H9NO in a non-equilibrium geometry, computed with ωB97M-V with the def2-TZVPD basis set.

Geometry as XYZ:
```
17
Properties=species:S:1:pos:R:3
C -0.9415 -0.2214 -0.4034
C 0.9034 0.5542 -0.2671
C -1.8851 0.6344 -0.9683
C 1.9532 0.2378 -1.0689
O -0.8736 -1.5223 -0.8932
H -1.6686 -1.6942 -1.4129
H 0.6919 1.6187 -0.1850
H -2.0349 1.6021 -0.5104
H -2.1349 0.5487 -2.0156
H 2.2525 -0.7849 -1.2486
H 2.6795 0.9866 -1.3587
N -0.9473 -0.3079 1.1164
C 0.7690 -0.0170 1.3610
C 1.5071 -0.3557 2.3071
H -1.2731 -1.2183 1.4384
H -1.5333 0.4128 1.5393
H 2.5357 -0.4737 2.5700
```

The largest force on an atom is 3.19 eV/A. Its lowest unoccupied orbital energy (alpha / beta) is -0.8 / -0.7 eV. The value obtained for the gap between HOMO and LUMO (alpha / beta) is 6.51 / 6.52 eV. The value obtained for the HOMO energy (alpha / beta) is -7.2621 / -7.2613 eV. The total energy comes out at -9897.13329 eV. The energy above the lowest of the compared OMol25 structures with the same formula, charge and spin is 195.34 kcal per mole.

(3)
An isolated molecule of C6H9NO in a non-equilibrium geometry, computed with ωB97M-V with the def2-TZVPD basis set.

Geometry as XYZ:
```
17
Properties=species:S:1:pos:R:3
C 2.6358 0.1429 -0.3400
C -1.5132 -0.0362 1.4982
C 1.1524 -0.0037 -0.3848
C -1.0257 -0.5379 0.1678
C 0.2601 1.1811 -0.7798
C -1.8462 -1.1443 -0.7044
N 0.4628 -0.9257 0.1716
O 0.5022 2.2970 -0.3225
H -0.3344 0.9880 -1.6829
H 2.9014 1.0360 0.2309
H 3.0939 -0.7349 0.1209
H 3.0111 0.2591 -1.3602
H -1.0572 -0.5990 2.3179
H -1.2651 1.0212 1.6240
H -2.5978 -0.1424 1.5945
H -1.4680 -1.5712 -1.6276
H -2.9122 -1.2300 -0.5234
```

The largest force on an atom is 4.03 eV/A. Its lowest unoccupied orbital energy is -0.1 eV. The value obtained for the gap between HOMO and LUMO is 9.02 eV. The value obtained for the HOMO energy is -9.0906 eV. The total energy comes out at -9903.12231 eV. Its SMILES is C=C(C)/N=C(/C)C=O. The energy above the lowest of the compared OMol25 structures with the same formula, charge and spin is 57.23 kcal per mole.

(4)
An isolated molecule of C6H9NO in a non-equilibrium geometry, computed with ωB97M-V with the def2-TZVPD basis set.

Geometry as XYZ:
```
17
Properties=species:S:1:pos:R:3
C -1.5745 -0.2000 2.0736
C 1.6442 0.0847 -1.8871
C -0.4738 0.1318 1.1253
C -0.3542 -0.1147 -0.2431
C 0.9805 0.2086 -0.5610
N -1.3056 -0.6835 -1.0880
C 1.5106 0.7957 0.5861
O 0.5180 0.9221 1.5664
H -2.2568 -0.6243 -0.7574
H -1.0923 -0.6319 -2.0726
H 2.5102 0.7857 0.9874
H -2.2178 -0.9704 1.6552
H -1.1586 -0.5452 3.0185
H -2.1848 0.6822 2.2812
H 2.6426 0.5176 -1.8503
H 1.7356 -0.9640 -2.1739
H 1.0764 0.6056 -2.6604
```

The largest force on an atom is 2.97 eV/A. Its lowest unoccupied orbital energy is 0.9 eV. The value obtained for the gap between HOMO and LUMO is 8.12 eV. The value obtained for the HOMO energy is -7.1748 eV. The total energy comes out at -9904.33793 eV. Its SMILES is Cc1coc(C)c1N. The energy above the lowest of the compared OMol25 structures with the same formula, charge and spin is 29.20 kcal per mole.

Among the records above, which one has the lowest energy above the lowest of the compared OMol25 structures with the same formula, charge and spin?
number 4